(1)
The following is a quantum chemistry calculation of a structure of composition C5H8BaO2, from the OMol25 dataset.

CARTESIAN COORDINATES (ANGSTROEM)
O -0.310 -0.125 0.178
C -0.441 -0.252 -1.093
Ba -0.855 -2.778 -2.754
O -0.388 0.872 -1.745
C -0.182 2.121 -1.149
C 0.215 3.126 -1.914
H 0.203 4.136 -1.507
H -0.385 2.181 -0.082
H 0.504 2.977 -2.954
H -0.977 -0.850 0.833
C 0.975 -1.750 1.614
H 1.207 -2.426 0.787
H 1.649 -0.950 1.928
C -0.220 -1.930 2.305
H -0.683 -2.921 2.279
H -0.313 -1.431 3.274

Computed properties:
HOMO energy (alpha / beta) in eV: -8.5 / -13.1
ΔE to the lowest compared entry with this formula, charge and spin in kcal per mole: 21.9
Total energy in Eh: -370.84330
Spin multiplicity: 2
Total charge: +1
Gap between HOMO and LUMO (alpha / beta) in eV: 5.235 / 9.501

(2)
The following is a quantum chemistry calculation of a cluster of 12 separate species, C46H108O23P2 in total, from the OMol25 dataset.

CARTESIAN COORDINATES (ANGSTROEM)
C 10.458 20.979 -15.106
O 10.428 20.953 -13.718
P 9.409 21.939 -12.902
O 9.347 21.572 -11.471
O 9.844 23.446 -13.281
C 10.672 24.244 -12.403
O 8.034 21.817 -13.791
C 6.941 22.683 -13.566
H 11.475 21.163 -15.450
H 9.790 21.715 -15.552
H 10.054 20.040 -15.486
H 11.207 24.899 -13.090
H 11.444 23.683 -11.878
H 10.065 24.808 -11.695
H 6.617 22.999 -14.558
H 7.228 23.524 -12.936
H 6.102 22.152 -13.115
C 5.374 14.868 -10.553
O 4.669 14.056 -11.440
P 4.669 14.336 -13.068
O 5.727 15.265 -13.519
O 4.667 12.886 -13.803
C 5.889 12.135 -13.859
O 3.114 14.849 -13.292
C 2.688 16.041 -12.648
H 6.392 14.518 -10.385
H 4.840 14.941 -9.605
H 5.415 15.845 -11.034
H 6.771 12.490 -13.327
H 6.097 11.728 -14.848
H 5.560 11.218 -13.368
H 2.248 16.812 -13.281
H 3.532 16.541 -12.175
H 2.023 15.801 -11.818
C 7.142 19.511 -16.248
O 7.914 18.344 -15.885
C 8.061 17.337 -16.889
C 8.154 15.900 -16.282
O 9.485 15.578 -15.905
C 9.678 14.343 -15.154
H 6.299 19.358 -16.921
H 7.859 20.178 -16.726
H 6.749 19.964 -15.337
H 8.936 17.607 -17.480
H 7.180 17.398 -17.529
H 7.815 15.255 -17.093
H 7.416 15.787 -15.489
H 9.129 14.459 -14.220
H 10.676 14.006 -14.875
H 9.306 13.447 -15.651
C 15.167 21.000 -19.946
O 14.476 19.873 -19.617
C 13.372 20.166 -18.751
C 12.674 18.848 -18.409
O 13.436 17.976 -17.570
C 12.544 17.153 -16.904
H 15.999 20.744 -20.601
H 15.579 21.491 -19.065
H 14.514 21.727 -20.429
H 12.703 20.939 -19.127
H 13.892 20.422 -17.828
H 12.498 18.278 -19.322
H 11.674 19.096 -18.053
H 11.687 17.648 -16.448
H 13.086 16.624 -16.120
H 12.181 16.363 -17.563
C 9.397 13.731 -8.590
O 8.985 14.593 -9.684
C 10.049 15.522 -10.108
C 9.549 16.402 -11.324
O 10.648 16.864 -12.029
C 10.425 17.792 -13.110
H 9.534 14.353 -7.705
H 10.336 13.186 -8.682
H 8.607 13.014 -8.365
H 10.880 14.909 -10.458
H 10.384 16.111 -9.255
H 8.994 17.265 -10.957
H 8.947 15.772 -11.978
H 11.187 17.779 -13.889
H 10.365 18.797 -12.691
H 9.462 17.553 -13.562
C 12.406 12.519 -11.328
O 11.818 11.474 -12.072
C 10.383 11.563 -12.162
C 9.858 10.604 -13.245
O 10.239 10.908 -14.590
C 11.608 11.049 -14.908
H 13.489 12.406 -11.280
H 11.959 12.498 -10.335
H 12.215 13.487 -11.793
H 10.090 12.539 -12.551
H 9.981 11.369 -11.167
H 8.769 10.557 -13.282
H 10.253 9.599 -13.096
H 12.162 10.126 -14.740
H 12.049 11.911 -14.407
H 11.717 11.317 -15.959
C 8.479 11.799 -17.829
O 7.631 10.900 -18.599
C 6.404 11.445 -19.035
C 5.562 12.260 -18.057
O 6.032 13.598 -17.865
C 5.202 14.349 -16.935
H 8.061 11.956 -16.834
H 8.728 12.753 -18.294
H 9.441 11.295 -17.740
H 5.941 10.510 -19.348
H 6.567 12.037 -19.936
H 5.574 11.783 -17.077
H 4.559 12.230 -18.482
H 5.465 15.394 -17.101
H 5.286 13.973 -15.915
H 4.143 14.271 -17.181
C 3.438 20.533 -14.986
C 3.556 19.340 -15.891
C 2.313 18.529 -15.713
O 1.337 19.492 -15.310
C 1.959 20.477 -14.508
H 3.639 21.464 -15.516
H 4.100 20.559 -14.120
H 4.471 18.804 -15.640
H 3.528 19.643 -16.937
H 2.478 17.677 -15.054
H 1.966 18.056 -16.631
H 1.826 20.314 -13.438
H 1.534 21.462 -14.703
C 3.481 18.537 -20.108
C 4.598 17.725 -19.527
C 4.681 16.453 -20.392
O 3.398 16.417 -21.055
C 2.542 17.450 -20.558
H 3.727 19.147 -20.978
H 3.003 19.139 -19.334
H 4.452 17.510 -18.469
H 5.594 18.160 -19.594
H 4.844 15.574 -19.768
H 5.470 16.519 -21.141
H 1.974 17.120 -19.688
H 1.738 17.793 -21.209
C 9.590 14.917 -20.211
C 10.032 16.295 -20.704
C 8.986 16.737 -21.735
O 7.842 15.921 -21.477
C 8.235 14.660 -20.898
H 9.528 14.983 -19.125
H 10.305 14.111 -20.376
H 11.034 16.312 -21.133
H 10.025 17.052 -19.919
H 9.245 16.514 -22.770
H 8.678 17.776 -21.610
H 8.386 13.913 -21.678
H 7.495 14.301 -20.182
C 9.484 21.122 -22.294
C 8.243 21.274 -21.423
C 8.800 20.737 -20.095
O 10.160 21.119 -20.021
C 10.597 21.586 -21.324
H 9.444 21.789 -23.155
H 9.582 20.078 -22.588
H 7.343 20.759 -21.760
H 7.942 22.321 -21.414
H 8.817 19.648 -20.132
H 8.180 21.208 -19.333
H 11.574 21.189 -21.598
H 10.677 22.669 -21.421
C 6.793 24.432 -18.416
C 8.295 24.625 -18.629
C 8.990 23.501 -17.815
O 7.923 22.971 -17.025
C 6.762 23.743 -17.024
H 6.479 23.713 -19.172
H 6.207 25.351 -18.433
H 8.521 25.604 -18.207
H 8.645 24.817 -19.644
H 9.807 23.862 -17.191
H 9.503 22.755 -18.423
H 6.593 24.496 -16.254
H 5.901 23.075 -17.007

Computed properties:
SMILES: COP(=O)(OC)OC.COP(=O)(OC)OC.C1CCOC1.C1CCOC1.C1CCOC1.C1CCOC1.C1CCOC1.COCCOC.COCCOC.COCCOC.COCCOC.COCCOC
HOMO energy in eV: -9.2
Total energy in Eh: -4230.46360
Gap between HOMO and LUMO in eV: 9.557